Entry 1:
Computed, not measured: a 4-piece molecular cluster, C10H16Cl4O6 overall, with the ωB97M-V functional and the def2-TZVPD basis.

```
36
Properties=species:S:1:pos:R:3:forces:R:3:nbo_charge:R:1
Cl -0.906696 -6.641399 1.162523 0.125 0.100 0.861 -0.0300
H 0.512181 -6.332966 -0.706337 -0.218 -0.212 0.040 0.2438
C -1.323302 6.144223 0.027163 1.334 2.454 0.929 -0.6277
H -1.251762 -6.035670 -1.004566 0.434 0.003 -0.165 0.2209
O 0.928210 -3.837734 0.100273 -0.401 0.086 -0.438 -0.4900
O 1.613453 -3.486013 -2.092641 -2.463 1.971 5.219 -0.6141
H -0.442552 6.614785 -0.409820 0.308 -0.322 -0.150 0.2189
C -1.554921 4.770031 -0.410640 0.127 0.892 -0.789 0.0445
O -1.291784 2.579451 0.172358 2.066 0.237 0.460 -0.4702
H 2.482883 0.022272 -0.670365 0.164 -0.167 -0.580 0.2244
H 0.257344 3.696172 -0.784316 -0.519 -0.809 -0.689 0.2062
C -0.524994 3.776640 -0.029618 2.581 -0.229 -1.088 -0.1102
O 0.927620 -1.802837 -0.688784 -0.029 2.029 -0.410 -0.4860
H 1.082382 -0.870460 1.217165 1.329 -0.566 -0.381 0.1922
O -2.620321 4.310520 0.315119 -2.440 -1.259 2.050 -0.4753
O -3.419917 2.242316 0.853618 3.413 2.447 0.305 -0.5842
H -0.570272 0.020318 0.149842 -0.716 0.529 0.393 0.2295
H -1.166702 6.150463 1.105835 0.144 -0.109 0.116 0.2178
H 0.155868 4.023780 0.784918 -0.909 0.108 1.000 0.1962
H -0.473026 -3.369276 1.575556 -0.032 0.024 -0.227 0.2032
H -1.830034 4.737972 -1.464857 0.220 -0.265 -0.276 0.1886
Cl 4.293492 0.422392 0.599504 1.262 -0.067 2.507 0.0014
C 1.149911 -3.055542 -0.972187 2.744 -3.230 -4.462 0.9729
Cl 4.358435 -0.271718 -2.109172 -0.175 0.012 -0.691 0.0062
H -1.543331 -1.417737 0.101519 -0.389 -0.026 0.336 0.2167
C 0.486926 -1.583354 0.646795 0.051 -1.394 1.644 0.0601
Cl -0.781067 -8.299480 -1.190898 0.274 -0.066 -0.147 -0.0296
H -1.126481 -0.706218 1.732537 -0.045 0.109 -0.216 0.2331
H -2.073964 6.921100 -0.118020 -0.618 -0.674 -0.428 0.2403
C 0.496959 -3.028333 1.213646 0.704 -0.036 0.037 -0.0999
C 3.439962 0.511917 -0.850212 -1.476 0.404 -0.632 -0.4457
C -0.807953 -0.886587 0.705840 -0.684 0.155 -1.579 -0.6235
H 3.243054 1.570960 -1.016818 0.214 -0.180 -0.643 0.2144
C -2.458404 2.999201 0.605830 -5.666 -2.465 -1.441 0.9564
H 1.246082 -3.210652 1.984148 -0.134 0.280 0.144 0.2025
C -0.507277 -6.678540 -0.534937 -0.580 0.240 -0.606 -0.4037
```
Forces are in eV/Å.

The energy above the lowest of the compared OMol25 structures with the same formula, charge and spin comes out at 41.6 kcal per mole. The value obtained for the HOMO-LUMO gap is 0.3996 hartree. Its SMILES is C[C@H]1COC(=O)O1.C[C@H]1COC(=O)O1.ClCCl.ClCCl.


Entry 2:
Computed, not measured: an isolated ion of composition C18H29N2O7 and charge -1, with the ωB97M-V functional and the def2-TZVPD basis.

```
56
Properties=species:S:1:pos:R:3:forces:R:3:nbo_charge:R:1
H 2.456891 -0.244128 -3.415749 0.005 0.313 -0.182 0.2067
C 3.629054 0.732673 2.687909 -0.237 -0.791 -0.485 0.0952
O -1.256509 -2.148118 -2.033408 -1.160 -0.519 0.111 -0.5230
H -0.184500 -0.489909 -3.478332 0.115 -0.349 0.115 0.1945
H -3.492101 1.584215 0.888827 -0.013 -0.075 0.185 0.2663
H 4.402265 0.560613 1.927774 0.045 -0.006 0.159 0.1688
O -2.733794 -0.605981 -1.299614 0.324 -0.658 -0.440 -0.6258
H 0.846569 -1.490508 -2.417703 0.046 0.683 -0.177 0.2475
H 2.798212 2.417372 3.747364 0.017 -0.031 -0.295 0.1970
H -2.392856 -3.449661 -0.940554 -0.166 -0.029 -0.298 0.2082
N 0.058515 -0.364212 -0.117855 -3.810 0.197 1.795 -0.3672
C -0.962772 -0.958537 0.827059 1.189 -0.457 -2.125 0.9401
H 1.324395 1.021919 -3.981968 0.272 -0.290 0.075 0.1740
C -2.334161 -3.134419 -1.991257 0.654 0.621 0.211 -0.0811
H 2.145992 0.889592 -1.091434 0.266 0.022 -0.362 0.2726
H 1.708922 3.411883 -2.669261 -0.100 -0.008 0.175 0.1750
H 1.545898 3.114871 -0.912586 -0.129 -0.181 -0.402 0.2445
C -0.850506 1.464449 -1.314482 0.462 -0.806 -0.481 0.6266
H -3.262374 -2.636997 -2.297583 0.167 -0.225 0.166 0.1937
C -3.168496 -0.366949 1.667582 1.506 0.220 -0.734 0.1038
H -3.409387 1.497515 2.670346 -0.033 0.023 -0.144 0.2002
C 0.521376 -0.458102 -2.636286 -0.296 0.221 0.272 -0.3885
H -0.317743 2.229994 -3.200123 -0.008 0.173 0.226 0.2017
H -4.375497 -1.456899 3.098973 0.057 0.173 -0.181 0.1989
C -1.598748 -0.935529 -1.574980 -0.732 0.480 -0.569 0.8435
C 1.839900 0.483596 1.103684 -2.309 -0.758 -3.278 0.8552
H -2.803171 -2.181780 2.720835 0.013 0.144 0.127 0.2437
C -0.137189 2.503357 -2.145472 -0.276 0.413 0.209 -0.5024
H -3.485786 -0.861799 0.742677 0.163 0.032 0.288 0.2184
C -3.324577 -1.235265 2.875402 0.151 -0.219 0.476 -0.6429
C -3.776823 0.998691 1.765667 -0.125 0.494 0.114 -0.6371
O 2.455287 -0.008456 2.171906 1.618 0.347 1.368 -0.5209
H -0.647828 3.449001 -1.909420 0.075 -0.181 -0.329 0.2194
C -1.938819 -4.239400 -2.936556 -0.128 -0.095 -0.048 -0.6222
H 4.008961 -1.012640 3.909950 -0.123 0.010 0.023 0.2177
H 3.231532 0.366710 4.750804 0.118 -0.248 -0.158 0.2026
H -2.670758 -5.043735 -2.864762 -0.040 -0.090 -0.044 0.2025
C 3.508337 2.207367 2.934080 -0.198 1.056 -0.076 -0.6375
C -0.369110 -0.043514 -1.433061 -1.418 0.757 -0.479 -0.0901
O -1.133343 -2.162120 0.909770 0.006 0.787 0.373 -0.6448
H -4.869363 0.962850 1.823690 0.058 -0.199 0.016 0.1951
N 1.293697 -0.539537 0.263098 5.315 -0.531 3.521 -0.6207
H 4.955743 0.399775 4.374053 -0.092 0.091 -0.181 0.1962
O -1.671277 -0.033274 1.441388 -1.667 -0.374 0.523 -0.5197
C 3.979018 0.073754 3.999687 0.058 -0.414 0.318 -0.6135
C 1.366593 2.687629 -1.911336 0.434 0.027 -0.293 -0.3908
H 4.485646 2.594982 3.259510 -0.086 -0.245 0.024 0.1877
H 3.214634 2.750814 2.034642 -0.029 -0.108 0.333 0.2634
O 1.813572 1.689428 0.845915 -0.198 -0.063 0.556 -0.7500
C 1.661292 0.443172 -3.102988 0.449 0.102 -0.130 -0.4070
C 2.199693 1.401524 -2.055182 -0.047 0.150 0.533 -0.4354
H -2.901390 -0.704231 3.736243 -0.022 -0.223 -0.009 0.2046
H -1.943085 -3.868773 -3.966125 0.118 -0.088 0.101 0.2037
H 3.259555 1.657123 -2.231883 -0.368 -0.032 -0.053 0.1882
O -1.743552 1.733722 -0.551274 0.199 0.611 -0.431 -0.5546
H -0.956043 -4.654104 -2.697624 -0.091 0.145 -0.010 0.2177
```
Forces are in eV/Å.

The energy above the lowest of the compared OMol25 structures with the same formula, charge and spin comes out at 13.6 kcal per mole. The value obtained for the HOMO-LUMO gap is 0.2107 hartree. Its SMILES is CCOC(=O)[C@@]1(N(/N=C(\[O-])OC(C)C)C(=O)OC(C)C)CCCCCC1=O. As for the charge: -1.


Entry 3:
Computed, not measured: C27H34N7O3RuS as an isolated structure, with the ωB97M-V functional and the def2-TZVPD basis.

```
73
Properties=species:S:1:pos:R:3:forces:R:3:lowdin_spin:R:1
O 0.922568 1.762328 4.209289 -0.230 -0.939 -2.324 0.0425
N 2.434457 1.591613 -0.038468 0.023 1.123 -0.930 0.1610
C -0.765674 2.504412 -0.098756 -0.799 -0.828 0.373 0.0113
H -0.867673 3.649234 3.552087 0.563 -0.460 -0.732 -0.0002
H -4.441456 -0.897495 -5.059092 0.034 -0.069 0.257 0.0003
N -2.220971 -0.950014 0.483669 0.140 0.211 -0.474 0.0211
H -6.246387 -3.119758 -1.525384 -0.145 -0.716 -0.645 0.0120
C 3.617190 -3.437252 -0.012271 -0.450 -0.311 0.828 -0.0027
N 3.605575 1.025565 -0.613741 -0.551 -0.400 -0.615 0.0639
C -2.268674 -0.277350 -3.154149 -0.467 1.566 -1.204 0.0092
C -1.548025 3.612896 0.253067 1.239 -0.882 -1.567 -0.0013
S -0.143467 -0.981425 -1.219808 -0.974 -0.840 -0.644 0.1405
H 3.799398 -4.248089 -0.751297 0.147 1.029 0.498 -0.0002
C -3.434782 -0.662418 1.196326 2.164 1.475 1.858 -0.0011
H -4.744640 -1.216964 -3.341491 -0.275 -0.031 0.041 0.0019
H -3.964698 -2.612595 -0.798585 -0.145 0.464 0.116 0.0037
N -0.090997 1.756124 0.818902 -0.945 1.183 -0.879 0.0053
C -2.660808 -1.525295 -3.941028 0.013 0.075 -0.929 0.0011
C -4.191377 -1.556366 -4.221074 0.773 -0.050 0.395 0.0033
H -3.648030 -0.216265 -1.557282 0.502 0.054 0.139 0.0001
C 3.677223 -2.650639 2.281460 0.171 0.871 0.904 -0.0029
C 5.108432 0.745337 1.304299 0.695 0.808 -0.447 0.0015
C 5.001619 2.953381 0.239739 0.980 0.914 -0.971 0.0039
N -2.645678 -0.279454 -1.743083 -0.328 -0.884 1.034 0.0086
H 2.394767 -2.182768 -1.299131 -0.150 -0.223 0.123 0.0014
C 4.074026 -3.563074 1.326525 -0.566 -0.134 -1.890 0.0155
H 5.294752 -0.330227 1.232270 -0.295 0.102 -0.135 0.0001
O 3.028493 -0.365307 3.941290 -0.581 0.201 -0.585 0.0291
O -3.248100 -0.076649 2.256385 -1.280 -1.101 -1.686 0.0134
H 4.498487 3.236658 1.159454 -0.234 -0.127 0.229 0.0006
C -6.132801 -2.449926 -0.711788 -0.056 0.091 -0.694 0.2897
H 2.596891 2.013285 0.875821 0.532 -0.051 -0.086 0.0056
H -1.223211 -0.042942 -3.102943 0.595 -0.291 -0.609 0.0047
H -8.229306 -2.177393 -0.592605 -0.002 -0.087 0.659 -0.0014
N 1.398510 0.307492 2.400851 -0.267 -0.082 -1.208 0.1088
C -4.726087 -1.155576 0.695935 1.200 -0.914 -1.344 0.0531
H -8.007956 -1.024432 1.710671 1.012 0.221 -0.821 0.0024
H 2.001814 2.327667 -0.607595 0.458 0.038 0.032 0.0076
H 5.721574 -0.158583 -1.412379 -0.420 0.851 -0.057 0.0001
H 3.623205 1.136395 -1.623274 -0.504 0.233 0.082 0.0008
Ru 1.042641 0.037682 0.352788 1.577 0.910 3.559 2.2505
H -2.237187 -2.436458 -3.470471 -0.438 0.390 -0.195 0.0001
H 6.868029 0.748721 -0.575115 0.435 0.445 0.171 0.0002
H 6.065081 1.200696 1.659044 -0.913 -0.415 0.279 0.0000
C -1.805792 -0.696823 -0.780280 -1.220 0.378 -1.806 0.0301
H -1.416772 -0.876463 1.093724 -0.083 -0.281 0.578 0.0112
H -2.716227 0.626037 -3.673477 0.167 -0.923 0.856 0.0007
C -7.117350 -1.195796 1.046366 -3.350 -1.137 -0.274 0.1238
H -0.783923 2.059151 -1.098970 0.012 0.441 0.229 0.0008
H 4.649829 3.673435 -0.548107 0.300 -0.863 0.385 0.0002
C 0.794945 1.402566 3.042532 0.753 0.581 2.368 0.0077
H -2.095847 4.112412 -0.534548 -0.049 0.097 0.126 -0.0002
C -4.809095 -2.085391 -0.348291 0.036 0.836 2.077 0.1572
C 2.859600 -1.589233 1.944311 -0.968 -0.383 -1.870 0.0106
H 6.082646 1.588626 -1.932382 -0.110 -0.548 0.231 0.0000
C -1.507596 4.044679 1.546155 -1.348 1.078 1.338 0.0080
C -7.279754 -1.952702 -0.107763 -0.177 0.589 0.421 0.0301
H -4.512455 -2.559173 -4.473982 -0.126 -0.144 -0.059 0.0000
H 4.277216 0.968966 2.004061 0.678 -0.098 -0.166 0.0002
C -0.785487 3.336616 2.492917 0.428 -0.214 0.557 -0.0032
H 4.011818 -2.696166 3.314412 0.070 -0.082 -0.151 -0.0004
H -2.213028 -1.444035 -4.963167 0.110 -0.099 0.973 0.0004
H -5.811880 0.069884 2.104564 0.366 0.429 0.602 0.0117
C 2.741935 -2.382053 -0.290918 0.791 -0.738 0.037 0.0132
C 5.930360 0.887534 -1.091276 -0.383 0.216 0.313 0.0013
C 4.875076 1.445834 -0.074056 1.602 -0.690 1.183 0.0093
C 2.438946 -0.475619 2.895416 0.634 -0.728 1.248 0.0064
H 6.083058 3.210065 0.435622 -1.073 -0.357 -0.316 0.0006
N 2.359448 -1.524782 0.655416 -0.065 0.383 0.881 0.0047
H -2.153352 4.908537 1.869238 0.900 -0.951 -0.365 0.0003
C -0.032317 2.221596 2.085132 -0.884 -0.041 0.362 0.0057
C -5.870361 -0.697933 1.368551 0.602 -0.023 -0.054 0.3038
H 4.719611 -4.394541 1.539741 0.149 -0.147 0.388 0.0008
```
Forces are in eV/Å.

The energy above the lowest of the compared OMol25 structures with the same formula, charge and spin comes out at 0.0 kcal per mole. The value obtained for the HOMO-LUMO gap (spin up / spin down) is 0.2243 / 0.1136 hartree. Its multiplicity is 5. As for the charge: +3.